Record 1
Density functional theory data (the ωB97M-V functional and the def2-TZVPD basis) for a structure of composition C29H56AsN11P2Si3V.

Output
2S+1 = 3
molecular weight = 830.916 Da
ΔE to the lowest compared entry with this formula, charge and spin = 26.4 kcal per mole
total charge = +1
HOMO (spin up / spin down) = -11.499 / -11.482 eV
gap between HOMO and LUMO (spin up / spin down) = 7.3 / 7.9 eV

XYZ file:
```
103
Properties=species:S:1:pos:R:3:lowdin_charge:R:1
V -0.1248 -0.4719 0.1358 0.43
N 1.9778 0.4713 2.5428 0.20
C 2.4892 -0.0773 1.4019 -0.46
N 3.7690 -0.2111 1.0772 0.07
N 3.7657 -0.7790 -0.1100 -0.01
N 2.5694 -1.0000 -0.5163 -0.06
N 1.7122 -0.5683 0.4099 -0.22
C 0.6391 0.4347 2.7757 -0.42
N -0.0043 0.9444 3.8142 0.08
N -1.2827 0.6898 3.5914 -0.01
N -1.4453 0.0560 2.4967 -0.07
N -0.2543 -0.1329 1.9206 -0.17
H 2.6100 0.7803 3.2691 0.18
C -3.9352 0.6587 0.9051 -0.22
P -2.5631 0.2330 -0.2269 1.00
C -2.5515 1.8217 -1.1519 -0.40
N -3.7004 2.2619 -1.5953 0.13
C -3.7160 3.3069 -2.4438 -0.19
C -4.9134 3.7225 -3.0586 0.00
C -4.8781 4.7001 -4.0142 -0.05
C -3.6710 5.3380 -4.3546 -0.05
C -2.4958 4.9954 -3.7447 0.01
C -2.4946 3.9564 -2.7912 -0.19
N -1.3465 3.5594 -2.2147 0.14
C -1.3514 2.5143 -1.4322 -0.39
P 0.1711 1.9712 -0.5793 1.03
C 0.0208 3.0940 0.8681 -0.20
C 1.5956 2.6649 -1.5946 -0.68
C 1.4072 4.1026 -2.0693 -0.09
C 2.8544 2.6248 -0.7300 -0.08
C 1.7037 1.6990 -2.7781 -0.09
C -3.3536 -0.8408 -1.5643 -0.68
C -4.6755 -0.3448 -2.1407 -0.07
C -2.2891 -0.9156 -2.6604 -0.10
C -3.5887 -2.1992 -0.9066 -0.12
H -4.7300 1.1318 0.3292 0.04
H -3.5512 1.3515 1.6530 0.04
H -4.2903 -0.2284 1.4234 0.04
H -5.8280 3.2246 -2.7858 0.12
H -5.7835 4.9923 -4.5239 0.11
H -3.6818 6.1048 -5.1130 0.11
H -1.5657 5.4862 -3.9903 0.12
H -0.1411 4.1182 0.5288 0.06
H 0.9290 3.0446 1.4694 0.05
H -0.8319 2.7874 1.4801 0.04
H 1.1253 4.7569 -1.2474 0.08
H 0.6501 4.1727 -2.8403 0.05
H 2.3500 4.4653 -2.4751 0.10
H 2.8402 3.4201 0.0146 0.09
H 3.7311 2.7670 -1.3590 0.10
H 2.9820 1.6784 -0.2149 0.03
H 0.7480 1.6544 -3.3065 0.08
H 1.9706 0.6951 -2.4335 0.06
H 2.4668 2.0258 -3.4813 0.10
H -4.5398 0.5242 -2.7784 0.07
H -5.3881 -0.0960 -1.3593 0.08
H -5.1082 -1.1405 -2.7466 0.09
H -2.1561 0.0676 -3.1182 0.08
H -2.5770 -1.6088 -3.4489 0.09
H -1.3261 -1.2412 -2.2336 0.03
H -4.2177 -2.0705 -0.0285 0.07
H -2.6452 -2.6648 -0.6044 0.01
H -4.1071 -2.8770 -1.5818 0.09
C 3.4774 -3.7986 -1.0690 -0.21
Si 2.3738 -4.0510 0.4840 0.44
C 2.5293 -5.9286 0.8634 -0.19
C 3.0655 -3.3208 2.1182 -0.20
As 0.1227 -3.0575 0.0897 0.83
Si -0.2789 -4.2096 -2.0303 0.41
C 0.6266 -3.0653 -3.2809 -0.21
C 0.4964 -5.9520 -1.9356 -0.21
C -2.0691 -4.5608 -2.6342 -0.20
Si -1.0284 -3.9893 2.0171 0.40
C -0.3275 -2.9860 3.4935 -0.21
C -0.6719 -5.8640 2.1952 -0.20
C -2.9331 -3.8024 2.0119 -0.21
H 4.4891 -3.5498 -0.7638 0.03
H 3.1473 -2.9894 -1.7109 -0.01
H 3.5335 -4.7076 -1.6609 0.02
H 3.5880 -6.1415 0.9775 0.04
H 2.1644 -6.5762 0.0796 0.00
H 2.0466 -6.2092 1.7901 0.01
H 4.1505 -3.3680 2.1038 0.04
H 2.7230 -3.8967 2.9745 0.03
H 2.7994 -2.2831 2.2950 -0.02
H 1.3997 -3.6118 -3.8127 0.03
H 1.1104 -2.2376 -2.7551 -0.01
H -0.0412 -2.6490 -4.0300 0.02
H 1.5780 -5.9428 -1.9838 0.01
H 0.1371 -6.5707 -2.7497 0.04
H 0.2045 -6.4371 -1.0096 0.01
H -2.5656 -3.6850 -3.0349 -0.01
H -2.6891 -4.9720 -1.8433 0.03
H -2.0229 -5.2981 -3.4299 0.04
H 0.5504 -2.4120 3.1921 -0.01
H -0.0274 -3.6391 4.3072 0.04
H -1.0631 -2.2910 3.8960 0.02
H 0.1491 -6.0628 2.8749 0.02
H -0.4338 -6.3137 1.2369 0.00
H -1.5416 -6.3775 2.5899 0.03
H -3.2378 -2.7599 2.0300 0.01
H -3.3351 -4.2679 2.9078 0.04
H -3.3998 -4.2870 1.1592 0.02
```

=====

Record 2
Density functional theory data (the ωB97M-V functional and the def2-TZVPD basis) for a structure of composition C22H29N3O3TeV.

Output
2S+1 = 4
molecular weight = 562.036 Da
ΔE to the lowest compared entry with this formula, charge and spin = 0.0 kcal per mole
total charge = 0
HOMO (spin up / spin down) = -6.254 / -6.420 eV
gap between HOMO and LUMO (spin up / spin down) = 5.7 / 5.9 eV

XYZ file:
```
59
Properties=species:S:1:pos:R:3:lowdin_charge:R:1
V -10.7573 -10.0612 11.5917 0.49
N -9.6697 -9.1076 13.2349 -0.07
C -10.4104 -8.1932 14.1774 -0.22
C -11.5886 -8.8924 14.8963 -0.18
C -12.6824 -9.1590 13.8815 -0.25
N -12.3837 -10.3239 12.9972 -0.04
H -9.2864 -9.8463 13.8539 0.08
H -8.8307 -8.6621 12.8152 0.09
H -10.7046 -7.2590 13.6832 0.12
H -9.6424 -7.8672 14.9392 0.12
H -12.0177 -8.2242 15.6388 0.11
H -11.3059 -9.8066 15.4502 0.12
H -12.8525 -8.2806 13.2536 0.11
H -13.6273 -9.3493 14.4055 0.12
H -13.2624 -10.5432 12.5014 0.12
H -12.2095 -11.1170 13.6146 0.10
O -12.4898 -11.9444 8.3564 0.05
C -12.0170 -11.5440 9.4223 -0.58
O -12.0211 -10.3221 9.8985 -0.20
C -11.3423 -12.5631 10.2847 -0.17
C -11.5278 -13.9334 9.8972 0.03
C -11.1466 -14.9276 10.7260 0.01
C -10.3680 -14.5400 11.8735 -0.15
C -9.5946 -15.4926 12.5734 -0.03
C -8.7391 -15.1567 13.6028 -0.09
C -8.6478 -13.8345 14.0127 -0.07
C -9.4232 -12.8526 13.3587 0.00
C -10.2175 -13.1750 12.2059 -0.18
N -10.8067 -12.1886 11.4230 0.05
H -12.0074 -14.1215 8.9182 0.13
H -11.3367 -15.9834 10.5594 0.12
H -9.7067 -16.5221 12.2871 0.11
H -8.2017 -15.9854 14.0956 0.12
H -7.9954 -13.5370 14.8438 0.11
H -9.3528 -11.8286 13.7447 0.08
C -2.4791 -8.6518 11.3318 -0.07
C -3.8901 -8.8663 10.8583 -0.28
C -4.7071 -7.8023 10.4180 -0.04
C -6.0124 -7.9964 9.9568 -0.33
C -6.8558 -6.7992 9.4943 -0.12
C -6.5697 -9.3141 9.9885 -0.48
Te -8.7076 -9.6111 9.5142 0.80
C -5.7552 -10.4286 10.3219 -0.32
C -6.2485 -11.8559 10.3887 -0.10
C -4.4146 -10.1734 10.6856 -0.03
H -2.2035 -7.6248 11.1018 0.07
H -1.7963 -9.3909 10.8821 0.08
H -2.5039 -8.7594 12.4161 0.08
H -4.3535 -6.7691 10.4778 0.10
H -6.2873 -5.8369 9.6650 0.08
H -7.8295 -6.7934 10.0061 0.02
H -6.9868 -6.8853 8.3977 0.08
H -6.7398 -12.0586 11.3371 0.06
H -5.4497 -12.5762 10.2743 0.07
H -7.0226 -11.9909 9.6281 0.02
H -3.7957 -10.9971 11.0464 0.11
O -11.8513 -7.8360 11.0612 -0.10
H -11.3474 -7.1511 10.5746 0.08
H -12.2532 -8.3517 10.3263 0.05
```

=====

Record 3
Density functional theory data (the ωB97M-V functional and the def2-TZVPD basis) for the molecule C9H19NO3.

Output
SMILES = CCCCN1C[C@@H](O)[C@H](O)[C@H]1CO
2S+1 = 1
molecular weight = 189.255 Da
ΔE to the lowest compared entry with this formula, charge and spin = 29.4 kcal per mole
total charge = 0
HOMO = -8.575 eV
gap between HOMO and LUMO = 9.1 eV

XYZ file:
```
32
Properties=species:S:1:pos:R:3:lowdin_charge:R:1
C -1.7520 0.0034 2.2180 -0.09
C -1.8403 1.4836 1.7826 -0.24
C -0.5681 2.0966 1.1817 -0.18
C -0.2453 1.5790 -0.2062 -0.21
C 1.2471 -0.0807 0.5643 -0.13
C 1.8466 -1.3082 -0.1212 -0.30
C 1.6614 -1.0012 -1.5855 -0.25
C 0.2934 -0.3202 -1.5643 -0.25
C -0.8337 -1.2776 -1.7883 -0.17
H -0.8272 -0.1297 2.6734 0.03
H -2.6617 -0.2629 2.8605 0.11
H -1.7234 -0.6624 1.3877 0.04
H -2.0785 2.0883 2.6309 0.08
H -2.7016 1.6437 1.0681 0.13
H -0.8530 3.1490 0.9889 0.12
H 0.3019 2.0140 1.8716 0.12
H 0.5880 2.1275 -0.6793 0.13
H -1.0261 1.7707 -0.8602 0.10
H 0.9922 -0.2618 1.6128 0.12
H 2.0297 0.7328 0.5332 0.15
H 2.9069 -1.3444 0.2197 0.16
H 1.5255 -3.2312 -0.0327 0.12
H 1.6624 -1.8474 -2.2866 0.16
H 3.3727 -0.5998 -2.4213 0.07
H 0.3048 0.4627 -2.2983 0.16
H -0.6399 -2.1817 -1.2443 0.11
H -1.1208 -1.3979 -2.8307 0.13
H -1.6853 -0.2070 -0.4332 0.02
N 0.1284 0.2027 -0.2460 -0.16
O 1.0598 -2.4276 0.2960 -0.02
O 2.6485 -0.0943 -2.1042 0.00
O -2.0124 -0.7179 -1.1871 -0.08
```

=====

Record 4
Density functional theory data (the ωB97M-V functional and the def2-TZVPD basis) for a cluster of 8 separate species, C16H52N4O8 in total.

Output
SMILES = COC[C@H](C)N.COC[C@H](C)N.COC[C@H](C)N.COC[C@H](C)N.O.O.O.O
2S+1 = 1
molecular weight = 428.612 Da
ΔE to the lowest compared entry with this formula, charge and spin = 67.7 kcal per mole
total charge = 0
HOMO = -8.626 eV
gap between HOMO and LUMO = 8.6 eV

XYZ file:
```
80
Properties=species:S:1:pos:R:3:lowdin_charge:R:1
C 6.2267 7.6836 -3.0798 -0.03
C 5.7670 6.2027 -3.3280 -0.41
C 4.8274 6.0555 -4.4446 -0.21
O 3.5353 6.6656 -4.2713 -0.22
C 2.5009 6.4400 -5.2036 -0.09
N 7.0591 5.4997 -3.4711 0.04
H 5.3341 8.3093 -3.0776 0.06
H 6.8357 8.0716 -3.8962 0.07
H 6.7197 7.7516 -2.1100 0.07
H 5.2529 5.7349 -2.4885 0.14
H 4.6742 4.9827 -4.5621 0.11
H 5.2860 6.2920 -5.4047 0.12
H 2.6456 7.0298 -6.1087 0.08
H 1.5820 6.7451 -4.7030 0.07
H 2.3334 5.3720 -5.3431 0.09
H 7.0318 4.4926 -3.5424 0.09
H 7.3508 5.7888 -4.3939 0.05
C 3.6005 8.5364 -0.0993 -0.07
C 2.2767 8.1188 -0.7538 -0.38
C 1.6766 9.0918 -1.7905 -0.21
O 0.3484 8.6435 -1.9594 -0.18
C -0.3203 9.2357 -3.0206 -0.13
N 2.5156 6.8345 -1.5108 0.05
H 4.2660 8.9898 -0.8340 0.06
H 4.1636 7.6702 0.2480 0.07
H 3.4565 9.2397 0.7209 0.07
H 1.6053 7.9608 0.0901 0.13
H 2.2201 9.1267 -2.7346 0.12
H 1.8247 10.0584 -1.3089 0.12
H -0.4293 10.3183 -2.9557 0.09
H -1.3075 8.7893 -3.1405 0.09
H 0.1378 8.9278 -3.9605 0.07
H 3.3561 6.8892 -2.0682 0.02
H 1.7066 6.7583 -2.1106 0.05
C 4.7774 1.5684 -7.3277 -0.06
C 5.3151 2.9358 -7.8999 -0.40
C 4.1433 3.6457 -8.5921 -0.21
O 4.6739 4.0785 -9.7726 -0.19
C 3.8205 4.6938 -10.6511 -0.14
N 5.8573 3.6728 -6.7965 0.03
H 4.8203 0.7735 -8.0723 0.07
H 3.8358 1.6916 -6.7926 0.07
H 5.3081 1.1324 -6.4813 0.06
H 6.1659 2.6586 -8.5224 0.13
H 3.8505 4.5096 -7.9953 0.12
H 3.3079 3.0161 -8.8985 0.13
H 3.4023 5.5630 -10.1434 0.08
H 2.9898 4.1623 -11.1152 0.09
H 4.4191 5.1296 -11.4510 0.09
H 6.3507 4.4839 -7.1411 0.05
H 6.4620 3.0906 -6.2348 0.07
C 9.2987 14.7874 -5.8019 -0.08
C 10.1773 13.6844 -6.4747 -0.36
C 10.1728 12.5162 -5.4578 -0.23
O 8.8357 12.0874 -5.2257 -0.20
C 8.7529 10.8631 -4.5130 -0.11
N 9.5257 13.4405 -7.8290 0.03
H 9.3876 15.7181 -6.3621 0.07
H 9.4861 15.0114 -4.7517 0.07
H 8.2350 14.5718 -5.9032 0.07
H 11.2194 13.9562 -6.6432 0.13
H 10.7098 12.8994 -4.5902 0.12
H 10.7350 11.7306 -5.9626 0.12
H 9.0179 9.9163 -4.9836 0.08
H 7.6810 10.8738 -4.3152 0.09
H 9.3489 10.9819 -3.6082 0.09
H 10.1219 13.1399 -8.5868 0.05
H 8.6879 12.8821 -7.7492 0.06
O 8.2996 5.5228 -6.4710 -0.04
H 9.0946 5.3509 -6.9757 0.05
H 8.1646 6.4671 -6.5500 0.04
O 8.3885 5.5200 -1.0448 -0.07
H 7.8572 6.0266 -0.4305 0.03
H 7.9008 5.5530 -1.8677 -0.04
O 0.6516 7.2712 -7.9716 -0.05
H 0.0846 7.7206 -7.3449 0.03
H 0.6732 7.8501 -8.7336 0.03
O 9.7124 3.3486 -2.2553 -0.06
H 9.8617 4.1679 -1.7835 0.00
H 9.7165 3.5995 -3.1791 0.02
```

=====

| no. | maximum force (hartree/bohr) | energy (eV) |
| --- | --- | --- |
| 1 | 0.059 | -176106.60374 |
| 2 | 0.045 | -66880.70219 |
| 3 | 0.055 | -17272.36839 |
| 4 | 0.066 | -39771.70935 |